{"formula": "C27H63FN8O9Si2", "method": "the ωB97M-V functional and the def2-TZVPD basis", "elements": ["C", "C", "C", "Si", "O", "Si", "F", "H", "H", "H", "H", "H", "H", "H", "C", "C", "O", "N", "C", "H", "H", "H", "H", "H", "H", "H", "C", "C", "O", "N", "C", "H", "H", "H", "H", "H", "H", "H", "C", "C", "O", "N", "C", "H", "H", "H", "H", "H", "H", "H", "C", "C", "O", "N", "C", "H", "H", "H", "H", "H", "H", "H", "C", "C", "O", "N", "C", "H", "H", "H", "H", "H", "H", "H", "C", "C", "O", "N", "C", "H", "H", "H", "H", "H", "H", "H", "C", "C", "O", "N", "C", "H", "H", "H", "H", "H", "H", "H", "C", "C", "O", "N", "C", "H", "H", "H", "H", "H", "H", "H"], "coordinates": [[-1.46351, 3.94901, 3.38087], [-1.38670, 3.19831, 2.45830], [-1.28066, 2.43326, 1.19320], [-0.48640, 0.72157, 1.52107], [0.95694, 0.68339, 0.64587], [2.31304, 0.21788, 1.50962], [3.49856, 1.23583, 1.02363], [-1.48464, 4.82888, 3.97871], [-2.29055, 2.32349, 0.78933], [-0.64195, 2.95854, 0.47615], [-1.45213, -0.26557, 1.02051], [-0.31315, 0.45424, 2.95760], [2.18506, 0.43969, 2.94148], [2.73671, -1.15255, 1.17786], [-1.35997, -1.95060, -2.36499], [-2.14558, -0.71705, -1.99723], [-1.74323, 0.08542, -1.17159], [-3.33895, -0.51861, -2.62215], [-3.97776, -1.35496, -3.62123], [-0.43975, -1.96898, -1.78790], [-1.93409, -2.84932, -2.13347], [-1.10499, -1.93548, -3.42598], [-3.81043, 0.32789, -2.33158], [-4.12303, -0.76111, -4.52522], [-4.95326, -1.67115, -3.24387], [-3.38434, -2.23134, -3.85885], [-8.27824, 1.92841, -1.43215], [-6.87081, 1.41512, -1.60639], [-5.99703, 2.07643, -2.14648], [-6.58812, 0.17158, -1.13986], [-7.47291, -0.76790, -0.47579], [-8.34532, 2.92735, -1.85276], [-8.98513, 1.28277, -1.95504], [-8.53516, 1.97926, -0.37331], [-5.62888, -0.09865, -1.29040], [-7.07010, -0.99789, 0.51186], [-7.51642, -1.68932, -1.05944], [-8.47512, -0.36752, -0.36749], [0.37988, -3.26217, 4.58326], [1.59333, -2.38525, 4.76693], [1.87189, -1.48719, 3.97828], [2.37854, -2.61647, 5.83958], [2.21534, -3.62030, 6.87233], [-0.14687, -2.95551, 3.68358], [0.68049, -4.30472, 4.47242], [-0.29562, -3.15835, 5.43349], [3.17150, -1.99508, 5.89863], [2.13141, -3.11798, 7.83945], [3.10034, -4.25589, 6.87706], [1.33404, -4.23166, 6.70881], [6.52106, -3.45671, 4.13246], [5.88719, -4.36279, 5.15732], [4.68350, -4.57356, 5.17927], [6.70372, -4.94782, 6.07250], [8.14310, -4.81695, 6.20367], [5.74724, -3.06722, 3.47702], [7.01544, -2.61724, 4.62308], [7.24116, -4.01135, 3.52910], [6.21636, -5.53927, 6.72637], [8.60028, -5.80333, 6.10660], [8.37514, -4.41752, 7.19228], [8.55598, -4.15752, 5.44828], [0.72157, 6.74573, 1.08033], [-0.06654, 7.96086, 1.50050], [0.33133, 8.73171, 2.35885], [-1.25990, 8.17772, 0.88283], [-1.89340, 7.37863, -0.15025], [1.64295, 6.70043, 1.65322], [0.14574, 5.83873, 1.27529], [0.97463, 6.80687, 0.02080], [-1.73587, 9.00393, 1.20774], [-2.04570, 7.99800, -1.03629], [-2.86488, 7.03585, 0.21005], [-1.29037, 6.51766, -0.41748], [-2.08041, 0.58484, -8.45335], [-2.07467, -0.81344, -7.88866], [-1.19586, -1.20750, -7.13488], [-3.08864, -1.64329, -8.24570], [-4.21230, -1.36288, -9.12222], [-1.21437, 1.12646, -8.08250], [-2.02734, 0.55027, -9.54387], [-2.97931, 1.11709, -8.14071], [-3.02128, -2.56021, -7.83327], [-5.14075, -1.50499, -8.56643], [-4.19281, -2.06214, -9.95925], [-4.17870, -0.34902, -9.50566], [2.47621, -0.87340, -11.85286], [1.06201, -0.68003, -11.36299], [0.12820, -0.49402, -12.12968], [0.84903, -0.71865, -10.02331], [1.81771, -0.92601, -8.96138], [2.48597, -0.81690, -12.93746], [3.12498, -0.09054, -11.45805], [2.85134, -1.85253, -11.55233], [-0.11551, -0.58251, -9.76941], [1.53287, -1.80970, -8.38974], [1.80546, -0.06210, -8.29568], [2.82024, -1.06055, -9.35410], [3.05523, 0.76917, 7.77090], [4.20868, 0.09403, 8.47044], [5.20892, -0.27085, 7.87264], [4.10198, -0.10335, 9.81270], [3.00183, 0.25703, 10.68801], [3.28081, 0.85663, 6.71171], [2.14816, 0.17302, 7.88474], [2.89723, 1.76994, 8.17481], [4.90490, -0.55854, 10.21673], [3.36845, 0.93623, 11.45962], [2.61826, -0.64532, 11.16787], [2.19747, 0.73914, 10.14309]], "atomic_forces_ev_per_a": [[0.07, 0.95, 0.49], [0.19, -0.38, -1.81], [0.08, -0.28, 1.31], [-0.65, 0.29, -1.21], [0.02, -0.64, 1.67], [0.62, 0.97, -0.71], [-0.50, -0.62, 0.06], [-0.08, -0.28, 0.41], [0.23, -0.14, -0.20], [-0.16, 0.03, 0.09], [0.20, -0.24, 0.28], [0.29, 0.20, 0.09], [-0.10, 0.29, -0.09], [-0.05, 0.08, -0.15], [0.07, 0.00, 0.00], [0.04, 0.16, 0.04], [-0.05, 0.07, -0.33], [0.09, -0.23, 0.22], [-0.18, 0.55, 0.18], [-0.05, 0.11, 0.04], [0.02, -0.04, -0.14], [-0.07, -0.12, -0.01], [0.06, 0.11, -0.22], [-0.07, -0.22, -0.13], [-0.03, -0.15, -0.20], [0.07, 0.05, 0.06], [0.01, 0.06, -0.02], [0.24, 0.08, -0.09], [-0.01, -0.02, -0.05], [-0.31, 0.10, -0.03], [0.53, -0.08, -0.09], [0.11, -0.02, -0.02], [-0.07, -0.02, 0.13], [-0.11, -0.08, -0.03], [0.00, -0.10, 0.13], [-0.18, -0.07, 0.05], [-0.17, -0.05, 0.11], [0.03, 0.06, -0.04], [-0.05, 0.02, -0.10], [0.21, 0.13, -0.06], [-0.17, -0.34, 0.08], [-0.42, 0.08, -0.01], [0.45, 0.32, 0.06], [0.08, 0.08, 0.00], [-0.07, -0.02, 0.11], [0.01, -0.14, 0.01], [0.10, -0.13, 0.00], [-0.10, -0.17, 0.08], [-0.11, -0.13, 0.05], [-0.01, 0.06, -0.07], [-0.04, 0.03, -0.04], [-0.15, -0.04, 0.03], [0.05, -0.04, 0.00], [0.04, 0.18, -0.25], [-0.31, -0.29, 0.32], [-0.07, -0.06, 0.08], [0.10, -0.03, -0.06], [0.09, 0.09, 0.04], [0.03, -0.01, 0.01], [0.18, 0.09, -0.03], [0.19, 0.05, -0.07], [-0.08, 0.01, -0.01], [0.02, -0.04, 0.02], [0.02, 0.18, 0.15], [0.02, -0.04, 0.00], [0.21, -0.23, -0.06], [-0.20, 0.45, 0.23], [-0.05, 0.10, 0.05], [0.04, -0.04, -0.13], [-0.06, -0.14, -0.01], [-0.01, 0.00, -0.01], [-0.03, -0.17, -0.11], [0.00, -0.15, -0.16], [0.03, 0.02, 0.06], [0.06, 0.02, -0.04], [0.05, -0.23, 0.24], [0.08, 0.08, -0.06], [0.03, 0.35, -0.07], [0.08, -0.46, 0.23], [0.01, -0.11, 0.07], [-0.17, 0.13, -0.01], [-0.03, 0.02, -0.16], [0.00, -0.01, -0.03], [-0.09, 0.10, -0.14], [-0.12, 0.13, -0.10], [0.07, 0.00, 0.03], [0.00, 0.00, -0.08], [-0.28, 0.05, -0.03], [0.04, 0.00, -0.04], [0.35, -0.03, -0.22], [-0.49, 0.04, 0.09], [-0.12, 0.02, 0.02], [0.08, -0.11, 0.06], [0.11, 0.07, 0.07], [0.05, -0.06, 0.10], [0.15, 0.03, 0.11], [0.16, -0.08, 0.10], [-0.04, 0.02, -0.09], [0.02, -0.03, -0.06], [0.21, -0.05, -0.05], [-0.06, -0.06, -0.05], [-0.20, 0.11, -0.21], [0.46, -0.24, 0.14], [0.08, -0.06, 0.03], [-0.08, 0.14, 0.03], [-0.14, -0.04, 0.03], [0.00, 0.01, 0.02], [-0.20, 0.05, 0.05], [-0.17, 0.11, 0.06], [0.05, -0.01, -0.06]], "mulliken_charge": [-0.005, -0.741, -0.392, 0.672, -0.138, 0.669, -0.316, 0.469, 0.311, 0.259, -0.225, -0.190, -0.146, -0.167, -1.222, 0.739, -0.581, -0.129, -0.947, 0.238, 0.374, 0.326, 0.229, 0.310, 0.251, 0.394, -1.424, 1.045, -0.643, -0.010, -0.906, 0.308, 0.361, 0.354, -0.039, 0.308, 0.276, 0.355, -1.354, 0.854, -0.606, 0.001, -0.893, 0.218, 0.375, 0.395, 0.111, 0.264, 0.243, 0.352, -1.307, 0.812, -0.646, -0.162, -0.868, 0.252, 0.371, 0.408, 0.230, 0.292, 0.286, 0.331, -0.923, 0.736, -0.652, -0.165, -0.764, 0.279, 0.072, 0.366, 0.215, 0.283, 0.270, 0.281, -1.517, 0.922, -0.662, -0.168, -0.853, 0.318, 0.468, 0.426, 0.235, 0.285, 0.288, 0.333, -1.318, 0.779, -0.661, -0.057, -0.861, 0.291, 0.359, 0.355, 0.098, 0.282, 0.276, 0.382, -1.298, 0.801, -0.661, -0.174, -0.835, 0.257, 0.355, 0.452, 0.227, 0.294, 0.272, 0.327], "e_lumo_ev": 0.409, "multiplicity": 1, "homo_lumo_gap_ev": 9.34, "homo_ev": -8.93}